ORCA calculation (ωB97M-V/def2-TZVPD) on a cluster of 6 separate species, C23H33F15O13S in total at a distorted geometry.

Its LUMO energy (spin up / spin down) is -5.54 / -10.41 eV. As for the molar mass: 834.5 u. The expectation value of S² is 0.757. The calculation puts the orbital gap (spin up / spin down) at 7.215 / 2.353 eV. The value obtained for the HOMO energy (spin up / spin down) is -0.469 / -0.469 Ha. Its spin multiplicity is 2. As for the total charge: +1.

Last column: Löwdin spin population.
Positions of all 85 atoms, in Å:
O -0.01 -0.83 4.63  0.002
S 0.03 0.08 5.79  0.000
O 0.83 -0.22 6.96  0.000
O 0.37 1.65 5.29  0.001
C -0.34 2.12 4.18  0.000
C 0.34 3.33 3.57  0.000
C -1.68 0.47 6.42  0.000
H -1.38 2.35 4.41  0.000
H -0.54 1.34 3.45  0.000
H -0.14 3.79 2.70  0.000
H 1.29 2.92 3.23  0.000
H 0.80 4.13 4.14  0.000
H -2.25 0.33 5.50  0.000
H -1.74 1.46 6.86  0.000
H -1.92 -0.37 7.07  0.000
C -3.00 4.33 -1.83  0.000
C -2.46 4.70 -0.44  0.000
O -3.22 4.07 0.55  0.000
C -3.14 2.82 0.97  0.000
O -2.32 2.02 0.58  0.000
C -4.20 2.52 2.12  0.000
F -4.97 1.49 1.74  0.004
F -3.60 2.13 3.26  0.000
F -4.95 3.58 2.38  0.000
H -4.08 4.47 -1.90  0.000
H -2.86 3.27 -2.05  0.000
H -2.43 4.92 -2.55  0.000
H -2.69 5.75 -0.27  0.000
H -1.41 4.45 -0.33  0.000
C -0.15 -1.31 -5.55  0.000
C 0.17 0.12 -6.05  0.000
O 1.12 0.70 -5.21  0.000
C 1.79 1.85 -5.48  0.000
O 1.81 2.34 -6.63  0.000
C 2.84 2.24 -4.35  0.000
F 3.96 2.77 -4.94  0.000
F 2.39 3.22 -3.56  0.000
F 3.10 1.21 -3.54  0.000
H -1.06 -1.76 -5.96  0.000
H -0.31 -1.12 -4.49  0.000
H 0.68 -2.01 -5.58  0.000
H -0.78 0.65 -6.09  0.000
H 0.57 0.06 -7.07  0.000
C 5.67 -4.90 -2.69  0.000
C 6.17 -4.68 -1.27  0.000
O 5.44 -3.62 -0.65  0.000
C 5.77 -2.33 -0.66  0.000
O 6.83 -1.90 -1.14  0.000
C 4.62 -1.49 0.00  0.000
F 5.15 -0.83 0.99  0.000
F 4.20 -0.53 -0.84  0.000
F 3.63 -2.21 0.48  0.000
H 6.52 -5.35 -3.20  0.000
H 5.54 -3.92 -3.16  0.000
H 4.78 -5.52 -2.73  0.000
H 7.21 -4.34 -1.21  0.000
H 6.17 -5.53 -0.59  0.000
C 1.49 0.57 0.21  0.000
C 0.48 1.15 -0.77  0.000
O -0.49 0.17 -1.08  0.000
C -1.29 0.37 -2.10  0.000
O -1.16 1.33 -2.92  0.000
C -2.48 -0.63 -1.96  0.000
F -2.51 -1.49 -3.00  0.000
F -2.55 -1.32 -0.76  0.000
F -3.55 0.08 -2.03  0.000
H 2.32 1.24 0.44  0.000
H 1.81 -0.35 -0.27  0.000
H 0.95 0.30 1.12  0.000
H 0.99 1.55 -1.64  0.000
H 0.02 2.06 -0.38  0.000
C -0.46 -3.98 2.41  0.005
C -1.52 -2.90 2.71  0.005
O -2.80 -3.08 2.05  0.076
C -3.61 -1.98 2.05  0.066
O -3.40 -0.90 2.60  0.723
C -4.98 -2.31 1.36  0.052
F -4.95 -3.50 0.79  0.033
F -5.95 -2.25 2.33  0.014
F -5.29 -1.36 0.45  0.012
H 0.55 -3.57 2.48  0.003
H -0.62 -4.47 1.45  0.001
H -0.52 -4.77 3.16  0.000
H -1.11 -2.03 2.21  0.003
H -1.59 -2.78 3.79  0.000



ORCA calculation (ωB97M-V/def2-TZVPD) on a cluster of 2 separate species, C23H33FN2P in total at a distorted geometry.

Its LUMO energy is -4.16 eV. As for the molar mass: 387.5 u. The calculation puts the orbital gap at 7.469 eV. The value obtained for the HOMO energy is -0.427 Ha. The energy above the lowest of the compared OMol25 structures with the same formula, charge and spin comes out at 0.0 kcal/mol. As for the total charge: +1.

Last column: Mulliken charge in e.
Positions of all 60 atoms, in Å:
F 5.61 -1.32 -2.45  -0.344
C 4.26 -1.46 -2.21  0.368
C 3.91 -2.49 -1.39  -0.730
C 2.59 -2.59 -1.03  -0.125
C 1.64 -1.66 -1.47  0.534
C 0.23 -1.67 -0.78  0.587
C -0.98 -1.65 -1.73  0.669
C -1.94 -2.67 -1.62  -0.160
C -3.19 -2.55 -2.19  -0.755
C -3.46 -1.43 -2.95  -0.394
C -2.53 -0.44 -3.14  -1.021
C -1.29 -0.52 -2.49  -0.006
C 2.03 -0.66 -2.37  -0.229
C 3.39 -0.52 -2.72  -0.714
H 4.60 -3.22 -1.00  0.470
H 2.25 -3.40 -0.40  0.395
H 0.16 -2.59 -0.18  0.891
H -1.72 -3.55 -1.02  0.404
H -3.92 -3.33 -2.05  0.430
H -4.43 -1.37 -3.40  0.416
H -2.78 0.42 -3.77  0.398
H -0.60 0.30 -2.59  0.276
H 1.32 0.01 -2.80  0.297
H 3.75 0.31 -3.34  0.450
C 3.02 2.69 1.31  -1.995
C 2.39 1.33 1.54  1.182
C 3.08 0.24 0.73  -1.535
C 2.53 0.96 3.03  -1.864
N 0.95 1.35 1.16  0.745
C 0.31 2.47 0.50  -0.531
C -1.20 2.21 0.44  -0.428
N -1.48 0.99 1.20  0.464
C -2.83 0.50 1.47  1.181
C -3.87 1.57 1.24  -2.007
C -2.91 0.06 2.95  -1.839
C -3.09 -0.73 0.61  -1.301
P -0.12 0.25 1.80  -0.072
H 0.10 -0.92 0.00  -2.036
H 2.59 3.45 1.97  0.440
H 4.08 2.62 1.55  0.495
H 2.93 2.98 0.26  0.392
H 2.80 -0.77 1.06  0.445
H 2.83 0.32 -0.32  0.281
H 4.15 0.38 0.82  0.538
H 2.17 -0.05 3.25  0.496
H 3.60 1.03 3.30  0.414
H 1.99 1.68 3.66  0.422
H 0.50 3.38 1.08  0.328
H 0.73 2.61 -0.51  0.281
H -1.75 3.04 0.93  0.411
H -1.57 2.12 -0.59  0.264
H -3.86 1.89 0.19  0.386
H -4.85 1.16 1.45  0.510
H -3.72 2.43 1.91  0.441
H -2.25 -0.78 3.18  0.492
H -2.66 0.91 3.61  0.412
H -3.95 -0.22 3.18  0.411
H -2.54 -1.62 0.94  0.413
H -4.16 -0.94 0.62  0.508
H -2.80 -0.54 -0.42  0.148



ORCA calculation (ωB97M-V/def2-TZVPD) on a structure of composition C23H33FNO2OsP2 at a distorted geometry.

Its LUMO energy (spin up / spin down) is -2.24 / -6.01 eV. As for the molar mass: 626.7 u. The expectation value of S² is 6.054. The calculation puts the orbital gap (spin up / spin down) at 5.029 / 5.291 eV. The value obtained for the HOMO energy (spin up / spin down) is -0.267 / -0.415 Ha. Its spin multiplicity is 5. As for the total charge: +1.

Last column: Löwdin spin population.
Positions of all 63 atoms, in Å:
C -2.23 -0.23 -3.53  0.032
C -1.23 -0.28 -2.57  0.183
N -1.41 0.20 -1.31  0.328
C -2.49 1.00 -1.08  0.162
C -3.49 1.10 -2.03  0.046
C -3.40 0.44 -3.24  0.283
C 0.10 -0.90 -2.86  0.028
P 1.27 -1.07 -1.44  0.141
Os 0.14 -0.09 0.20  1.752
P -0.95 1.78 1.12  0.067
C -2.55 1.76 0.22  0.022
C 1.76 0.05 1.51  0.083
C 2.04 -0.96 2.40  0.114
C 3.19 -0.88 3.25  -0.002
C 4.01 0.22 3.21  0.103
C 3.72 1.28 2.30  -0.003
C 2.65 1.19 1.46  0.066
O 1.65 1.82 -4.29  0.003
O 0.38 2.71 -1.52  0.025
H -2.02 -0.73 -4.46  -0.003
H -4.35 1.70 -1.75  -0.002
H -4.18 0.49 -3.97  0.019
C 1.39 -2.86 -1.46  0.050
C 2.91 -0.55 -2.00  0.022
H -2.81 2.80 0.03  0.005
H -3.35 1.34 0.84  0.006
H 0.71 -0.37 -3.41  0.009
H 0.05 -1.80 -3.62  0.005
C -1.22 1.68 2.90  0.027
C -0.32 3.43 0.74  0.007
H 1.38 -1.83 2.48  0.005
H 3.38 -1.72 3.93  -0.002
H 4.87 0.30 3.87  0.005
H 4.36 2.16 2.27  -0.002
H 2.45 1.97 0.74  0.005
H 0.87 1.81 -1.70  0.009
H 0.89 3.44 -2.03  0.001
H 0.82 1.87 -3.70  0.002
H 0.81 1.82 -4.87  0.001
H 0.60 1.46 0.00  0.050
H 1.81 -3.25 -2.40  0.006
H 2.06 -3.14 -0.65  0.001
H 0.42 -3.33 -1.28  0.000
H 3.36 -1.30 -2.66  0.003
H 2.84 0.42 -2.51  0.000
H 3.52 -0.44 -1.08  0.000
H -1.11 4.15 1.02  0.002
H 0.57 3.57 1.38  0.001
H -0.05 3.42 -0.37  0.001
H -1.95 2.45 3.21  0.004
H -1.59 0.69 3.20  0.001
H -0.26 1.86 3.39  0.000
F -3.07 -4.58 3.22  0.011
C -2.38 -3.60 2.55  0.032
C -2.97 -2.34 2.44  -0.002
C -2.25 -1.35 1.76  0.041
C -0.97 -1.59 1.23  0.155
C -0.44 -2.86 1.36  0.077
C -1.13 -3.89 2.02  0.006
H -3.95 -2.12 2.87  0.000
H -2.71 -0.36 1.65  0.002
H 0.55 -3.08 0.97  0.008
H -0.70 -4.89 2.11  0.000